Entry 1:
This record from the OMol25 dataset describes the molecule C9H11BrF2OS. The level of theory is the ωB97M-V functional and the def2-TZVPD basis.

Each line ends with the natural charge from an NBO analysis.
Atoms and positions in Å:
C 2.097 -1.745 -0.424  -0.609
C 0.610 -1.504 -0.279  -0.296
C -0.060 -2.485 -1.309  -0.607
C 0.288 -0.081 -0.696  0.418
O 0.465 0.078 -2.089  -0.696
C -0.305 0.934 -0.020  -0.262
S -0.274 2.616 -0.725  0.349
C 0.252 3.156 0.766  -0.364
C -0.135 2.458 1.842  -0.255
C -0.823 1.068 1.407  -0.358
C -2.380 1.054 1.077  0.677
F -2.995 1.612 2.178  -0.332
F -2.616 1.867 -0.023  -0.344
Br -2.987 -0.733 0.441  0.002
H 2.435 -1.801 -1.489  0.188
H 2.738 -1.003 0.062  0.220
H 2.393 -2.706 -0.005  0.220
H 0.378 -1.684 0.684  0.212
H 0.272 -1.982 -2.302  0.205
H -1.109 -2.186 -1.179  0.226
H 0.309 -3.488 -1.048  0.222
H 1.185 -0.517 -2.346  0.473
H 0.557 4.168 0.718  0.232
H 0.199 2.782 2.790  0.225
H -0.495 0.121 1.969  0.254

Summary:
Energy above the lowest of the compared OMol25 structures with the same formula, charge and spin (kcal per mole): 34.6
Total charge: 0
SMILES string: CC(C)/C(O)=C1/SC=C[C@H]1C(F)(F)Br
HOMO energy (eV): -7.89
Gap between HOMO and LUMO (eV): 8.39

Entry 2:
This record from the OMol25 dataset describes a structure of composition C9H11BrF4O5PtS. The level of theory is the ωB97M-V functional and the def2-TZVPD basis.

Each line ends with the natural charge from an NBO analysis.
Atoms and positions in Å:
O 2.609 1.543 -0.873  -0.479
C 1.572 1.368 -0.370  0.970
O 0.967 2.056 0.608  -0.462
C -0.441 1.764 0.581  0.102
C -1.233 2.689 -0.322  -0.502
C -0.889 2.727 -1.808  0.039
F 0.254 3.503 -1.978  -0.357
C -0.270 0.230 0.279  -0.014
C 0.194 -0.468 1.602  -0.473
C 1.588 -1.106 1.608  -0.489
C 1.818 -2.529 1.224  -0.252
Br 0.961 -3.892 2.078  0.500
S -1.804 -0.497 -0.352  2.095
O -2.610 -0.795 0.786  -0.844
O -2.301 0.179 -1.501  -0.839
C -1.318 -2.145 -1.132  0.748
F -2.180 -2.486 -1.985  -0.215
F -0.105 -1.901 -1.923  -0.398
F -1.032 -3.123 -0.326  -0.284
O 0.776 0.243 -0.679  -0.581
H -0.900 1.842 1.568  0.237
H -1.053 3.698 0.065  0.279
H -2.301 2.498 -0.185  0.257
H -0.686 1.743 -2.232  0.164
H -1.716 3.155 -2.378  0.210
H 0.231 0.282 2.392  0.282
H -0.559 -1.191 1.931  0.268
H 1.927 -1.092 2.657  0.333
H 2.314 -0.519 1.041  0.262
H 1.415 -2.649 -0.041  0.074
H 2.876 -2.805 1.168  0.282
Pt 1.893 -2.321 -1.502  1.084

Summary:
Energy above the lowest of the compared OMol25 structures with the same formula, charge and spin (kcal per mole): 0.0
Total charge: +2
HOMO energy (eV): -17.34
Gap between HOMO and LUMO (eV): 4.45

Entry 3:
This record from the OMol25 dataset describes the molecule C9H11BrN2O. The level of theory is the ωB97M-V functional and the def2-TZVPD basis.

Each line ends with the natural charge from an NBO analysis.
Atoms and positions in Å:
C -0.371 1.929 -0.521  -0.251
O -0.394 0.580 -0.957  -0.502
C -0.956 -0.331 -0.113  0.303
C -0.504 -0.398 1.286  0.072
N 0.651 -0.132 1.728  -0.375
C 1.794 0.146 1.022  0.115
C 2.493 1.418 1.411  -0.655
C 2.331 -0.745 0.180  -0.323
Br 4.055 -0.515 -0.553  0.041
C -1.850 -1.228 -0.597  -0.159
C -2.289 -1.272 -2.029  -0.622
C -2.397 -2.217 0.244  0.252
N -2.912 -3.020 0.882  -0.297
H 0.371 2.434 -1.137  0.204
H -0.108 2.028 0.532  0.183
H -1.353 2.386 -0.684  0.183
H -1.238 -0.713 2.022  0.210
H 2.589 2.062 0.537  0.229
H 3.495 1.201 1.777  0.240
H 1.935 1.936 2.186  0.227
H 1.868 -1.686 -0.069  0.223
H -2.101 -2.258 -2.452  0.231
H -1.749 -0.524 -2.603  0.240
H -3.360 -1.079 -2.094  0.230

Summary:
Energy above the lowest of the compared OMol25 structures with the same formula, charge and spin (kcal per mole): 35.9
Total charge: 0
SMILES string: COC(/C=N\C(C)=C\Br)=C(\C)C#N
HOMO energy (eV): -8.60
Gap between HOMO and LUMO (eV): 8.23

Entry 4:
This record from the OMol25 dataset describes a cluster of 2 separate species, C9H11BrN4O in total. The level of theory is the ωB97M-V functional and the def2-TZVPD basis.

Each line ends with the natural charge from an NBO analysis.
Atoms and positions in Å:
C 11.530 0.179 -0.368  -0.257
C 11.376 1.534 -0.587  -0.068
C 9.177 1.294 0.550  -0.104
C 10.499 -0.708 0.241  0.369
C 10.084 2.175 -0.217  0.434
C 9.269 -0.026 0.545  -0.183
C -13.994 -0.602 0.514  0.251
C 10.806 -2.039 0.492  -0.741
C -13.668 -0.253 -1.877  -0.472
N -15.304 0.987 1.308  0.127
N -15.385 1.534 0.298  0.272
N -14.594 -0.062 1.622  -0.393
N -14.165 0.024 -0.584  -0.317
O 9.809 3.343 -0.326  -0.326
Br 7.891 -1.054 1.365  0.159
H 12.436 -0.322 -0.641  0.250
H 12.131 2.219 -0.903  0.265
H 8.209 1.901 0.734  0.288
H -13.312 -1.504 0.508  0.279
H 10.127 -2.396 1.271  0.296
H 10.548 -2.576 -0.350  0.328
H 11.917 -2.219 0.511  0.292
H -12.617 0.053 -1.923  0.248
H -13.734 -1.385 -2.303  0.247
H -14.393 0.242 -2.564  0.258
H -14.642 -0.340 2.684  0.499

Summary:
Energy above the lowest of the compared OMol25 structures with the same formula, charge and spin (kcal per mole): 2.1
Total charge: +2
HOMO energy (eV): -15.18
Gap between HOMO and LUMO (eV): 6.73

Entry 5:
This record from the OMol25 dataset describes a structure of composition C9H11CdNO4. The level of theory is the ωB97M-V functional and the def2-TZVPD basis.

Each line ends with the natural charge from an NBO analysis.
Atoms and positions in Å:
O 0.024 4.364 -1.246  -0.459
C -0.010 3.302 -1.670  0.461
Cd -0.053 -1.303 0.282  1.534
C 1.931 -1.460 -0.608  0.383
C -2.052 -1.445 -0.602  0.389
O 2.959 -1.367 -1.119  -0.238
O -3.071 -1.378 -1.135  -0.237
O 0.119 0.396 1.875  -0.766
C 0.253 0.123 3.102  0.736
C 0.373 1.231 4.126  -0.514
C -0.772 1.265 5.145  -0.396
C -0.647 0.231 6.272  -0.406
C -0.713 -1.220 5.785  -0.420
C 0.474 -1.617 4.919  -0.232
N 0.322 -1.156 3.521  -0.568
H 1.328 1.108 4.658  0.257
H 0.393 2.187 3.587  0.269
H -0.763 2.258 5.610  0.253
H -1.745 1.160 4.640  0.213
H 0.294 0.376 6.826  0.214
H -1.465 0.385 6.990  0.246
H -0.714 -1.889 6.654  0.251
H -1.651 -1.397 5.242  0.210
H 1.409 -1.208 5.336  0.223
H 0.556 -2.710 4.874  0.235
H 0.505 -1.881 2.823  0.359

Summary:
Energy above the lowest of the compared OMol25 structures with the same formula, charge and spin (kcal per mole): 0.0
Total charge: +2
HOMO energy (eV): -17.18
Gap between HOMO and LUMO (eV): 7.40

Entry 6:
This record from the OMol25 dataset describes a structure of composition C9H11Cl2F6NO8P3Pt. The level of theory is the ωB97M-V functional and the def2-TZVPD basis.

Each line ends with the natural charge from an NBO analysis.
Atoms and positions in Å:
Pt -0.122 -0.338 0.138  1.635
N -0.371 1.082 -4.310  -0.729
C -0.059 1.113 -2.821  -0.629
C 0.644 2.422 -2.470  -0.638
P -1.768 1.006 -2.033  2.385
O -1.958 2.370 -1.249  -1.000
O -2.705 0.864 -3.163  -1.094
O -1.755 -0.116 -0.970  -1.018
P 1.088 -0.376 -2.610  2.384
O 2.487 0.220 -2.189  -1.004
O 1.121 -1.027 -3.933  -1.093
O 0.584 -1.255 -1.432  -0.977
H -1.410 0.997 -4.389  0.477
H 0.097 0.224 -4.685  0.479
H -0.033 1.916 -4.782  0.418
H 0.000 3.276 -2.678  0.229
H 1.582 2.514 -3.019  0.231
H 0.884 2.435 -1.406  0.248
H -1.809 2.287 -0.291  0.534
H 2.574 0.333 -1.222  0.540
Cl 3.638 2.234 5.626  0.035
C 2.995 1.759 4.091  -0.066
C 3.821 1.125 3.171  -0.166
C 3.324 0.744 1.939  -0.109
Cl 4.369 -0.024 0.797  0.049
C 1.992 0.975 1.593  0.425
O 1.586 0.645 0.361  -0.760
C 1.169 1.614 2.539  -0.268
C -0.234 1.876 2.293  0.515
O -0.869 1.509 1.301  -0.644
C 1.676 2.005 3.781  -0.132
H 4.855 0.926 3.414  0.253
H -0.758 2.490 3.038  0.167
H 1.026 2.487 4.499  0.237
F -0.133 -0.747 2.728  -0.628
P -0.408 -2.395 2.605  2.607
F -1.513 -2.009 1.424  -0.597
F -1.541 -2.266 3.706  -0.567
F 0.725 -2.652 3.687  -0.569
F 0.739 -2.382 1.413  -0.598
F -0.673 -3.932 2.371  -0.561

Summary:
Multiplicity: 2
Energy above the lowest of the compared OMol25 structures with the same formula, charge and spin (kcal per mole): 35.7
Total charge: 0
HOMO energy (alpha / beta) (eV): -9.69 / -9.66
Gap between HOMO and LUMO (alpha / beta) (eV): 7.11 / 6.78

Entry 7:
This record from the OMol25 dataset describes a cluster of 3 separate species, C9H11Cl3F6O4 in total. The level of theory is the ωB97M-V functional and the def2-TZVPD basis.

Each line ends with the natural charge from an NBO analysis.
Atoms and positions in Å:
C -4.449 -10.018 -26.082  -0.635
C -4.712 -11.508 -26.054  -0.075
O -6.096 -11.756 -26.023  -0.490
C -6.610 -12.967 -26.327  0.687
O -5.895 -13.945 -26.661  -0.564
C -8.211 -13.062 -26.309  0.918
F -8.632 -13.957 -25.489  -0.295
F -8.768 -11.932 -25.950  -0.300
F -8.563 -13.464 -27.506  -0.300
H -3.404 -9.709 -26.117  0.230
H -4.980 -9.490 -25.290  0.218
H -4.874 -9.565 -26.978  0.213
H -4.296 -11.938 -25.143  0.190
H -4.323 -11.925 -26.983  0.203
C 2.144 -14.401 -28.930  -0.637
C 1.448 -15.191 -27.760  -0.066
O 0.053 -14.737 -27.688  -0.513
C -0.868 -15.513 -27.048  0.681
O -0.506 -16.559 -26.533  -0.543
C -2.318 -15.020 -27.050  0.908
F -2.478 -13.960 -27.806  -0.315
F -3.190 -15.855 -27.535  -0.290
F -2.679 -14.757 -25.840  -0.289
H 3.137 -14.755 -29.206  0.228
H 2.370 -13.375 -28.641  0.216
H 1.517 -14.346 -29.820  0.219
H 1.911 -14.986 -26.795  0.198
H 1.401 -16.258 -27.979  0.205
Cl -2.784 -11.313 -29.239  -0.032
C -1.455 -12.053 -30.306  -0.235
Cl -0.102 -10.889 -30.501  0.005
Cl -2.091 -12.501 -31.911  0.027
H -1.047 -12.920 -29.787  0.237

Summary:
Energy above the lowest of the compared OMol25 structures with the same formula, charge and spin (kcal per mole): 0.0
Total charge: 0
SMILES string: CCOC(=O)C(F)(F)F.CCOC(=O)C(F)(F)F.ClC(Cl)Cl
HOMO energy (eV): -11.06
Gap between HOMO and LUMO (eV): 11.44

Entry 8:
This record from the OMol25 dataset describes the molecule C9H11ClN4O2. The level of theory is the ωB97M-V functional and the def2-TZVPD basis.

Each line ends with the natural charge from an NBO analysis.
Atoms and positions in Å:
H 1.890 2.559 1.668  0.351
N 1.717 1.562 1.407  -0.755
C 0.523 1.221 1.055  0.458
C -0.730 2.022 1.016  -0.478
C -1.830 0.964 0.930  -0.397
C -1.151 -0.242 0.253  -0.208
N 0.292 -0.043 0.552  -0.420
C 1.256 -1.179 0.520  -0.256
C 1.393 -1.809 -0.851  0.274
N 0.594 -2.822 -1.184  -0.560
C 0.649 -3.244 -2.415  0.684
O -0.182 -4.213 -2.601  -0.625
N 1.506 -2.887 -3.348  -0.542
C 2.309 -1.890 -3.044  0.524
O 3.112 -1.497 -4.042  -0.629
C 2.277 -1.297 -1.812  -0.194
Cl 3.355 0.046 -1.443  0.026
H -0.801 2.614 0.105  0.229
H -0.865 2.627 1.937  0.233
H -2.188 0.656 1.922  0.206
H -2.644 1.319 0.321  0.213
H -1.514 -1.143 0.755  0.199
H -1.335 -0.237 -0.833  0.189
H 0.893 -1.943 1.180  0.208
H 2.238 -0.889 0.885  0.265
H -0.581 -4.311 -1.717  0.503
H 2.822 -2.047 -4.784  0.500

Summary:
Energy above the lowest of the compared OMol25 structures with the same formula, charge and spin (kcal per mole): 0.0
Total charge: 0
SMILES string: [H]/N=C1\CCCN1Cc1nc(O)nc(O)c1Cl
HOMO energy (eV): -8.54
Gap between HOMO and LUMO (eV): 9.14

Entry 9:
This record from the OMol25 dataset describes a cluster of 2 separate species, C9H11ClO3 in total. The level of theory is the ωB97M-V functional and the def2-TZVPD basis.

Each line ends with the natural charge from an NBO analysis.
Atoms and positions in Å:
O 0.492 0.783 1.019  -0.690
C -0.225 0.961 -0.095  0.300
Cl 0.732 1.463 -1.456  -0.030
C -1.577 0.833 -0.090  -0.137
C -2.472 1.117 -1.224  -0.195
C -3.558 0.350 -1.406  -0.213
C -3.979 -0.568 -0.360  -0.228
C -3.430 -0.560 0.898  -0.160
C -2.385 0.503 1.168  -0.464
H 1.412 0.656 0.914  0.512
H -2.010 1.614 -2.034  0.212
H -4.163 0.350 -2.281  0.210
H -4.703 -1.239 -0.693  0.201
H -3.667 -1.355 1.545  0.209
H -2.821 1.517 1.402  0.227
H -1.727 0.134 1.988  0.237
O 4.623 -1.378 -1.044  -0.503
C 3.904 -0.514 -0.591  0.431
C 4.394 0.488 0.458  -0.176
O 3.283 1.087 0.988  -0.744
H 2.909 -0.207 -0.850  0.118
H 5.159 0.003 0.967  0.195
H 4.918 1.225 -0.153  0.181
H 3.452 1.913 1.575  0.507

Summary:
Energy above the lowest of the compared OMol25 structures with the same formula, charge and spin (kcal per mole): 61.9
Total charge: 0
SMILES string: O/C(Cl)=C1/C=CC=CC1.O=CCO
HOMO energy (eV): -7.70
Gap between HOMO and LUMO (eV): 7.94

Ordered largest force on an atom results: 4.1; 2.6; 1.4; 5.1; 6.2; 1.7; 4.4; 2.9; 3.9; unit eV Å⁻¹.